*i*
This record from the OMol25 dataset describes an isolated molecule of C2H8N4. The level of theory is ωB97M-V with the def2-TZVPD basis set.

## Properties
SMILES string: NNC=C(N)N
LUMO level: 0.9 eV
HOMO-LUMO gap: 7.7 eV
Highest occupied orbital energy: -6.9 eV

The geometry in XYZ format:
```
14
Properties=species:S:1:pos:R:3:nbo_charge:R:1
N -2.55666 -0.22959 0.17331 -0.6741
N -1.42314 -0.08532 -0.67413 -0.4576
C -0.33462 0.62015 -0.14496 -0.2351
C 0.89833 0.05069 -0.20357 0.3130
N 2.05814 0.84232 -0.27561 -0.8171
N 1.16404 -1.29784 0.10358 -0.8588
H -2.32485 -0.18103 1.16781 0.3263
H -3.20834 0.51969 -0.04278 0.3483
H -0.95032 -1.01594 -0.93467 0.3411
H -0.49330 1.67928 0.01410 0.1777
H 2.75850 0.63279 0.42422 0.3598
H 1.87049 1.83318 -0.31208 0.3824
H 2.13285 -1.57343 0.15253 0.3959
H 0.40887 -1.79496 0.55226 0.3983
```

*ii*
This record from the OMol25 dataset describes a 2-piece molecular cluster, C2H8N4 overall. The level of theory is ωB97M-V with the def2-TZVPD basis set.

## Properties
SMILES string: [H]/N=C/N.[H]/N=C/N
LUMO level: 0.9 eV
HOMO-LUMO gap: 9.7 eV
Highest occupied orbital energy: -8.8 eV

The geometry in XYZ format:
```
14
Properties=species:S:1:pos:R:3:nbo_charge:R:1
H 0.50347 2.76429 0.92279 0.3557
N 0.25169 1.76245 0.82269 -0.7772
C 1.32916 1.01796 0.71048 0.2982
N 1.34815 -0.34273 0.78314 -0.8239
H 2.38808 1.44568 0.66514 0.1547
H 0.67396 -1.03474 0.60878 0.4276
H 2.17449 -0.65766 1.19924 0.3774
H -0.55185 -1.47454 -2.68182 0.3643
N -1.10496 -1.71458 -1.82873 -0.7714
C -1.36729 -0.69160 -1.14010 0.3151
N -1.27017 -0.49903 0.20667 -0.8742
H -1.51068 0.26867 -1.73914 0.1276
H -1.16086 0.38747 0.59875 0.4343
H -1.70316 -1.23164 0.87211 0.3918
```

It is *i* that is the least stable of them.

*i*
This record from the OMol25 dataset describes an isolated molecule of C2H8N4. The level of theory is ωB97M-V with the def2-TZVPD basis set.

## Properties
SMILES string: C/C(=N\N)NN
LUMO level: 0.9 eV
HOMO-LUMO gap: 9.2 eV
Highest occupied orbital energy: -8.3 eV

The geometry in XYZ format:
```
14
Properties=species:S:1:pos:R:3:nbo_charge:R:1
C -0.69153 1.41509 0.01325 -0.6960
C 0.06263 0.08590 -0.07491 0.3605
N -0.46565 -1.06448 -0.12068 -0.3444
N -1.83948 -1.13919 -0.13353 -0.6458
N 1.46273 0.35417 0.05829 -0.4585
N 2.32474 -0.84690 -0.04079 -0.6491
H 0.16854 2.17081 -0.18998 0.2250
H -1.36309 1.48652 -0.82540 0.2245
H -1.23073 1.47062 0.90097 0.2283
H -2.30786 -0.06445 0.22654 0.3217
H -1.96410 -2.08620 0.61394 0.3756
H 1.74089 1.11080 -0.50227 0.3647
H 1.85713 -1.55380 -0.72469 0.3467
H 2.24576 -1.33888 0.79928 0.3468
```

*ii*
This record from the OMol25 dataset describes a 2-piece molecular cluster, C2H8N4 overall. The level of theory is ωB97M-V with the def2-TZVPD basis set.

## Properties
SMILES string: [H]/N=N\[H].[H]/N=N\CC
LUMO level: 0.3 eV
HOMO-LUMO gap: 8.9 eV
Highest occupied orbital energy: -8.6 eV

The geometry in XYZ format:
```
14
Properties=species:S:1:pos:R:3:nbo_charge:R:1
H -2.13411 -0.40127 -0.96170 0.3076
N -3.12350 0.07513 -0.76128 -0.2759
N -3.45697 0.33219 0.36694 -0.3025
H -2.96804 -0.07243 1.26401 0.2603
H -0.54456 -1.85496 0.70694 0.2754
N -0.38503 -1.37490 -0.19629 -0.3295
N -0.01498 -0.20474 -0.18026 -0.1028
C 0.13304 0.51823 0.99321 -0.2951
C 1.36229 1.37935 1.07107 -0.6184
H 0.12751 -0.27801 1.85488 0.1672
H -0.76030 1.28775 0.75134 0.2465
H 2.26765 0.88549 0.87538 0.2177
H 1.21919 2.27517 0.34441 0.2235
H 1.53775 1.69454 2.14570 0.2260
```

It is *ii* that is the least stable of them.

*i*
This record from the OMol25 dataset describes a 2-piece molecular cluster, C8H17FN overall. The level of theory is ωB97M-V with the def2-TZVPD basis set.

## Properties
Charge: +1
LUMO level: -4.8 eV
HOMO-LUMO gap: 7.8 eV
Highest occupied orbital energy: -12.6 eV

The geometry in XYZ format:
```
27
Properties=species:S:1:pos:R:3:nbo_charge:R:1
C 0.43082 1.72148 2.54235 -0.6669
C 0.78323 0.43123 1.88862 -0.2362
C 0.02612 1.73303 -0.83320 -0.7511
C 1.15963 0.02504 -2.30603 -0.7243
C -1.25971 -0.25922 -1.63730 -0.8061
C 0.19160 -1.83165 0.83762 -0.2945
C -0.07765 -0.42070 1.24421 0.3380
C -0.05372 0.48298 -1.55127 0.4813
N -0.99682 -2.33693 0.19289 -0.7713
F -1.37230 -0.05548 1.15563 -0.3456
H 0.67707 1.58698 3.70143 0.2496
H -0.64397 1.86461 2.49303 0.2237
H 1.84249 0.16279 2.12375 0.2317
H -0.18944 2.62076 -1.52023 0.3135
H 0.97332 2.04876 -0.51445 0.2614
H -0.82715 1.77822 -0.03912 0.2702
H 1.30715 -1.01995 -2.10998 0.2453
H 2.08756 0.46837 -1.95214 0.2435
H 1.12559 0.12531 -3.39633 0.2885
H 0.87188 2.66720 2.16097 0.2385
H -2.08349 0.33615 -1.28702 0.2629
H -1.50865 -0.92967 -2.53455 0.2947
H 0.38901 -2.38886 1.79665 0.2362
H 0.94785 -1.94389 0.11350 0.2193
H -0.72075 -3.13728 -0.35286 0.3942
H -1.24088 -1.21534 -0.89466 0.3934
H -1.83879 -2.51394 0.67848 0.4098
```

*ii*
This record from the OMol25 dataset describes a 2-piece molecular cluster, C8H17FN overall. The level of theory is ωB97M-V with the def2-TZVPD basis set.

## Properties
Charge: +1
LUMO level: -4.1 eV
HOMO-LUMO gap: 7.7 eV
Highest occupied orbital energy: -11.8 eV

The geometry in XYZ format:
```
27
Properties=species:S:1:pos:R:3:nbo_charge:R:1
C 0.80200 1.16339 -0.17756 0.3411
C -1.65593 0.37453 0.39156 0.5499
C 0.75098 1.77185 -1.44249 -0.8371
C -4.14783 0.27149 0.79505 -0.6388
C 1.77759 -2.07967 -1.08845 -0.6422
C 2.59073 0.50823 1.16433 -0.4130
C -2.73390 -0.13074 1.23306 -0.6558
C 1.10456 -1.20944 0.01244 -0.2086
N 1.80483 0.14997 -0.06954 -0.5161
F -2.07803 0.94082 -0.79125 -0.3560
H 1.32611 2.71636 -1.28036 0.3329
H 1.32134 1.21979 -2.42074 0.1669
H -0.21658 2.05437 -1.79313 0.3007
H -4.25244 1.34655 0.65522 0.2244
H -4.40743 -0.22960 -0.20118 0.2222
H -5.08348 -0.00499 1.45943 0.2464
H 1.90273 -1.71859 -2.03878 0.2203
H 2.86761 -2.21025 -0.71095 0.2144
H 1.27933 -3.07163 -1.24399 0.2600
H 3.24625 1.31445 0.91804 0.2331
H 1.85437 0.61885 1.94070 0.2531
H 3.35879 -0.18328 1.55746 0.2402
H -2.67883 -1.24475 1.13421 0.2904
H -2.55962 0.22796 2.23368 0.2782
H 1.34286 -1.70788 0.90069 0.2351
H 0.06083 -0.94222 -0.19615 0.2490
H 2.42315 0.05444 -0.94129 0.4093
```

It is *ii* that is the least stable of them.

*i*
This record from the OMol25 dataset describes an isolated molecule of C9H16N2O4. The level of theory is ωB97M-V with the def2-TZVPD basis set.

## Properties
SMILES string: C[C@@H](O)[C@H](NC(=O)[C@@H]1CCCN1)C(=O)O
LUMO level: 0.5 eV
HOMO-LUMO gap: 9.2 eV
Highest occupied orbital energy: -8.7 eV

The geometry in XYZ format:
```
31
Properties=species:S:1:pos:R:3:nbo_charge:R:1
C -1.96499 -1.00554 1.87597 -0.6423
C -1.62762 -1.29529 0.41155 0.1255
O -2.71878 -1.84385 -0.20809 -0.7247
C -1.17479 -0.01107 -0.49506 -0.1656
N -0.15192 1.04622 0.13589 -0.6953
C 1.14560 0.99270 0.54116 0.6741
O 1.76852 2.02814 0.64759 -0.6048
C 1.89513 -0.36874 0.82554 -0.1704
C 3.46984 -0.06912 0.62031 -0.3598
C 3.50166 0.15234 -0.97504 -0.4360
C 2.58100 -0.97260 -1.39151 -0.2286
N 1.81257 -1.41042 -0.16866 -0.6772
C -2.45721 0.81095 -0.68702 0.7560
O -3.26126 0.60824 -1.58521 -0.5758
O -2.57902 1.76071 0.25917 -0.6356
H -2.36043 -1.83249 2.40953 0.2371
H -2.73971 -0.21972 1.89598 0.2051
H -1.03042 -0.56536 2.42940 0.2089
H -0.78822 -1.97794 0.43639 0.1737
H -3.28440 -1.24623 -0.72397 0.5034
H -0.81669 -0.37954 -1.45158 0.2447
H -0.11129 2.00204 -0.26605 0.4230
H 1.80150 -0.96291 1.73521 0.2412
H 4.04480 -0.86874 0.93231 0.1978
H 3.86083 0.87263 1.12920 0.2228
H 3.10494 1.11315 -1.06421 0.2195
H 4.49545 0.04026 -1.25842 0.2203
H 1.88475 -0.60597 -2.11713 0.1784
H 3.13377 -1.93453 -1.70523 0.2011
H 1.18024 -2.18418 -0.19706 0.3893
H -1.88698 1.47127 0.78194 0.4940
```

*ii*
This record from the OMol25 dataset describes an isolated molecule of C9H16N2O4. The level of theory is ωB97M-V with the def2-TZVPD basis set.

## Properties
SMILES string: C[C@@H](O)[C@H](N)C(=O)N1CCC[C@H]1C(=O)O
LUMO level: 0.5 eV
HOMO-LUMO gap: 10.1 eV
Highest occupied orbital energy: -9.6 eV

The geometry in XYZ format:
```
31
Properties=species:S:1:pos:R:3:nbo_charge:R:1
C 3.54368 -0.74817 0.77524 -0.6466
C 2.72853 -0.58951 -0.50141 0.0690
O 2.39916 -1.79058 -1.03964 -0.7050
C 1.62218 0.40772 -0.51370 -0.1570
N 2.03520 1.71567 0.07785 -0.8136
C 0.45299 -0.35156 0.08756 0.7474
O 0.53057 -1.37854 0.63225 -0.6468
N -0.79639 0.34716 0.12453 -0.4422
C -1.32684 1.47450 -0.69114 -0.2208
C -2.82984 1.43144 -0.48673 -0.4080
C -2.99350 0.69092 0.88968 -0.4053
C -1.89743 -0.42001 0.69634 -0.1542
C -2.48641 -1.69450 -0.11757 0.7766
O -3.56963 -1.71563 -0.70365 -0.5866
O -1.67491 -2.76117 -0.14726 -0.6877
H 4.31150 -1.51251 0.61082 0.2281
H 4.04035 0.07111 1.31161 0.2270
H 2.81345 -1.04217 1.72674 0.1977
H 3.53676 -0.15819 -1.13822 0.1678
H 1.67301 -2.02522 -0.38764 0.4797
H 1.21435 0.57011 -1.53202 0.1976
H 1.37579 2.41458 -0.26631 0.3597
H 2.95732 1.96041 -0.29676 0.3702
H -0.94886 2.41250 -0.39334 0.1946
H -1.12635 1.26631 -1.75664 0.2054
H -3.15743 2.57140 -0.53136 0.2172
H -3.27935 0.84373 -1.24630 0.2322
H -3.99448 0.17285 1.11647 0.2454
H -2.74408 1.38781 1.70593 0.2150
H -1.59986 -0.92913 1.57038 0.2229
H -0.80948 -2.62133 0.42431 0.5207
```

It is *i* that is the least stable of them.

*i*
This record from the OMol25 dataset describes an isolated ion of composition C5H10N3O2 and charge +1. The level of theory is ωB97M-V with the def2-TZVPD basis set.

## Properties
Charge: +1
SMILES string: NC(N)=[NH+]C1(OC=O)CC1
LUMO level: -3.1 eV
HOMO-LUMO gap: 10.9 eV
Highest occupied orbital energy: -14.1 eV

The geometry in XYZ format:
```
20
Properties=species:S:1:pos:R:3:nbo_charge:R:1
N -2.11878 -1.78344 -0.36988 -0.7823
C -1.39083 -0.69791 0.02861 0.6925
N -1.86273 -0.03606 1.09297 -0.7693
N -0.35851 -0.19258 -0.70105 -0.5840
C 0.69621 0.55321 -0.01556 0.3574
O 1.50860 -0.23081 0.86129 -0.5049
C 2.00195 -1.41401 0.40415 0.6478
O 1.76657 -1.87426 -0.68618 -0.5651
C 1.43670 1.53272 -0.88953 -0.4092
C 0.54143 2.02083 0.27961 -0.4603
H -2.83679 -2.19052 0.24622 0.4265
H -2.08059 -2.23707 -1.32682 0.4479
H -2.69425 -0.51177 1.59772 0.4271
H -1.46111 0.79900 1.59924 0.4621
H -0.25155 -0.54145 -1.67936 0.4516
H 2.75658 -1.77318 1.23211 0.1666
H 1.14270 1.80122 -1.80932 0.2246
H 2.43607 1.69657 -0.82676 0.2396
H 1.14570 2.52761 1.13598 0.2763
H -0.37739 2.55189 -0.17344 0.2550
```

*ii*
This record from the OMol25 dataset describes a 2-piece molecular cluster, C5H10N3O2 overall. The level of theory is ωB97M-V with the def2-TZVPD basis set.

## Properties
Charge: +1
LUMO level: -5.6 eV
HOMO-LUMO gap: 9.6 eV
Highest occupied orbital energy: -15.1 eV

The geometry in XYZ format:
```
20
Properties=species:S:1:pos:R:3:nbo_charge:R:1
C 1.32407 1.37119 0.30370 0.1782
C 1.81651 0.02494 -1.46442 -0.6782
C 2.11940 -1.01226 0.73037 -0.7253
C -3.83650 0.32869 -0.34397 -0.2632
C 1.47998 0.00125 -0.07492 0.1766
N 1.08608 2.49266 0.40366 -0.1638
N -1.40035 -0.05456 -0.31291 -0.0491
N -0.39009 -0.60492 0.19900 0.3318
O -0.43758 -1.43651 1.05924 -0.2628
O -2.70330 -0.25491 0.28599 -0.3191
H 2.99228 0.04476 -1.56833 0.3037
H 1.60526 -0.91588 -1.84747 0.2513
H 1.39932 0.79230 -2.13026 0.2589
H 2.66944 -1.88153 0.19316 0.2727
H 1.35568 -1.54360 1.31496 0.3152
H 2.87253 -0.54330 1.50371 0.2972
H -4.67901 -0.00374 0.28011 0.2532
H -3.89943 0.12164 -1.37432 0.1985
H -3.80843 1.33572 -0.25604 0.1843
H -1.42646 0.87020 -0.83125 0.4400
```

It is *ii* that is the least stable of them.